A 7-piece molecular cluster, C20H50N4O8S6 overall in a non-equilibrium geometry. Source: the Open Molecules 2025 dataset; level of theory: ωB97M-V/def2-TZVPD.

LUMO energy	0.45	eV
net charge	0
energy	-108897.6173	eV
E_HOMO	-0.301	Ha
gap between HOMO and LUMO	8.64	eV

Each line ends with the Löwdin charge.
Cartesian coordinates (Å):
C1 1.99 -3.83 -5.96  -0.092
C2 2.25 -2.42 -6.45  -0.223
C3 3.69 -1.99 -6.24  -0.105
N1 4.14 -2.20 -4.87  -0.028
C4 4.98 -3.12 -4.49  -0.122
N2 5.17 -3.09 -3.21  0.165
C5 4.41 -2.09 -2.77  -0.329
N3 4.32 -1.77 -1.48  0.094
C6 3.52 -0.72 -0.86  -0.191
C7 4.29 0.60 -0.71  -0.068
N4 3.77 -1.51 -3.78  0.165
C8 2.81 -0.34 -3.92  -0.729
O1 3.28 0.71 -4.32  0.051
O2 1.67 -0.66 -3.66  0.028
H1 2.21 -3.90 -4.90  0.070
H2 0.97 -4.12 -6.15  0.072
H3 2.61 -4.53 -6.49  0.074
H4 2.08 -2.44 -7.52  0.110
H5 1.56 -1.71 -6.02  0.099
H6 3.81 -0.97 -6.56  0.129
H7 4.30 -2.64 -6.85  0.123
H8 5.44 -3.79 -5.19  0.140
H9 4.90 -2.31 -0.87  0.143
H10 2.55 -0.59 -1.32  0.101
H11 3.33 -1.06 0.15  0.100
H12 4.59 0.71 0.32  0.026
H13 5.22 0.56 -1.27  0.075
H14 3.70 1.47 -0.96  0.074
C9 -3.68 -0.34 -1.47  -0.282
S1 -2.53 0.80 -0.68  0.805
O3 -3.35 1.70 0.18  -0.556
C10 -2.11 1.71 -2.16  -0.267
H15 -4.10 -0.98 -0.70  0.034
H16 -4.48 0.22 -1.96  0.062
H17 -3.14 -0.94 -2.20  0.054
H18 -3.01 2.14 -2.59  0.058
H19 -1.61 1.05 -2.86  0.054
H20 -1.43 2.51 -1.88  0.051
C11 4.55 2.57 4.30  -0.259
S2 3.62 2.54 2.77  0.817
O4 4.60 2.33 1.66  -0.566
C12 3.18 4.28 2.79  -0.261
H21 4.95 1.57 4.47  0.047
H22 5.37 3.29 4.22  0.057
H23 3.89 2.84 5.12  0.057
H24 4.09 4.89 2.81  0.064
H25 2.57 4.48 3.66  0.023
H26 2.62 4.49 1.88  0.049
C13 -0.41 -1.07 4.74  -0.276
S3 1.29 -0.49 4.84  0.794
O5 1.27 0.94 4.44  -0.575
C14 1.90 -1.41 3.43  -0.269
H27 -0.99 -0.59 5.52  0.050
H28 -0.82 -0.81 3.76  0.037
H29 -0.43 -2.15 4.88  0.055
H30 1.32 -1.13 2.54  0.061
H31 1.81 -2.48 3.62  0.052
H32 2.94 -1.15 3.28  0.043
C15 -4.47 -2.39 4.21  -0.272
S4 -4.19 -1.87 2.51  0.798
O6 -2.77 -1.45 2.40  -0.559
C16 -5.18 -0.37 2.60  -0.256
H33 -3.90 -3.30 4.38  0.047
H34 -4.13 -1.61 4.89  0.055
H35 -5.53 -2.59 4.36  0.052
H36 -4.79 0.27 3.39  0.063
H37 -6.21 -0.63 2.80  0.056
H38 -5.10 0.15 1.65  0.034
C17 -1.02 6.69 5.90  -0.274
S5 0.06 5.51 5.09  0.803
O7 1.46 5.94 5.35  -0.557
C18 -0.35 6.01 3.41  -0.262
H39 -0.89 6.58 6.97  0.048
H40 -0.75 7.70 5.60  0.057
H41 -2.06 6.48 5.63  0.052
H42 -0.12 7.07 3.28  0.061
H43 -1.40 5.82 3.22  0.057
H44 0.25 5.42 2.73  0.036
C19 -7.17 -4.36 -3.03  -0.273
S6 -6.00 -3.21 -2.29  0.787
O8 -6.78 -2.28 -1.44  -0.551
C20 -5.61 -2.34 -3.82  -0.263
H45 -7.57 -4.98 -2.23  0.049
H46 -7.97 -3.80 -3.51  0.058
H47 -6.65 -4.98 -3.76  0.052
H48 -6.53 -1.93 -4.24  0.062
H49 -5.15 -3.04 -4.52  0.057
H50 -4.92 -1.54 -3.59  0.018

A 2-piece molecular cluster, C9H20N2O3P overall. Source: the Open Molecules 2025 dataset; level of theory: ωB97M-V/def2-TZVPD.

relative energy (zero: lowest compared OMol25 entry of this formula, charge and spin)	0.0	kJ/mol
LUMO energy	-2.52	eV
net charge	+1
energy	-28062.5027	eV
E_HOMO	-0.496	Ha
gap between HOMO and LUMO	10.98	eV

Each line ends with the Löwdin charge.
Cartesian coordinates (Å):
N1 0.92 -0.10 -0.35  -0.211
P1 -0.26 -0.60 0.48  0.802
N2 0.10 -0.50 2.28  -0.234
C1 -1.12 -0.56 3.16  -0.171
C2 -0.66 -1.03 4.52  -0.167
C3 0.37 -0.06 5.11  -0.167
C4 1.40 0.51 4.11  -0.152
C5 0.92 0.69 2.67  -0.158
H1 0.74 0.72 -0.92  0.000
H2 -0.51 -1.98 0.50  0.032
H3 -1.51 0.02 0.47  0.041
H4 0.66 -1.32 2.53  0.150
H5 -1.89 -1.17 2.70  0.122
H6 -1.48 0.47 3.23  0.137
H7 -0.24 -2.04 4.44  0.124
H8 -1.52 -1.11 5.18  0.127
H9 0.92 -0.57 5.90  0.118
H10 -0.16 0.76 5.61  0.119
H11 1.73 1.49 4.46  0.125
H12 2.30 -0.11 4.10  0.121
H13 1.74 0.77 1.97  0.114
H14 0.28 1.57 2.54  0.135
C6 0.36 1.00 -6.41  -0.015
C7 0.32 0.38 -5.04  -0.307
C8 -0.65 -0.78 -4.87  -0.075
O1 -1.05 -0.64 -3.50  0.059
C9 -0.88 0.64 -3.14  -0.593
O2 -1.30 1.11 -2.12  0.101
O3 -0.20 1.32 -4.07  0.096
H15 -0.60 1.49 -6.63  0.097
H16 1.15 1.74 -6.49  0.090
H17 0.53 0.23 -7.16  0.096
H18 1.32 0.10 -4.71  0.159
H19 -0.20 -1.76 -5.02  0.141
H20 -1.53 -0.67 -5.51  0.143

C10H26N2O5Tl as an isolated structure in a non-equilibrium geometry. Source: the Open Molecules 2025 dataset; level of theory: ωB97M-V/def2-TZVPD.

relative energy (zero: lowest compared OMol25 entry of this formula, charge and spin)	0.0	kJ/mol
LUMO energy	-7.12	eV
net charge	+1
energy	-28691.7358	eV
E_HOMO	-0.459	Ha
gap between HOMO and LUMO	5.38	eV

Each line ends with the Löwdin charge.
Cartesian coordinates (Å):
Tl1 -0.28 0.45 1.38  1.364
C1 4.07 -0.86 2.22  0.034
C2 2.63 -0.54 1.86  -0.697
O1 1.90 0.00 2.75  -0.080
O2 2.13 -0.84 0.76  -0.057
H1 4.32 -1.79 1.70  0.090
H2 4.10 -1.10 3.28  0.089
H3 4.70 -0.03 1.93  0.095
O3 0.69 2.92 2.20  -0.262
H4 1.52 2.97 1.70  -0.047
C3 -1.65 3.94 -2.01  -0.043
C4 -1.06 2.64 -1.44  -0.406
C5 0.40 2.80 -1.21  -0.203
O4 0.95 1.51 -0.94  -0.294
C6 2.36 1.43 -1.18  -0.055
N1 -1.80 2.32 -0.21  0.055
H5 -1.41 4.89 -1.53  0.094
H6 -2.74 3.89 -1.99  0.084
H7 -1.32 4.10 -3.04  0.091
H8 -1.31 1.86 -2.15  0.128
H9 0.75 3.45 -0.40  0.128
H10 0.88 3.24 -2.10  0.142
H11 2.85 2.18 -0.56  0.102
H12 2.57 1.57 -2.24  0.102
H13 2.68 0.43 -0.90  0.073
H14 -2.77 2.12 -0.42  0.099
H15 -1.82 3.14 0.40  0.100
C7 -1.76 -4.40 1.36  -0.061
C8 -1.00 -3.14 0.95  -0.387
C9 -1.56 -2.66 -0.36  -0.226
O5 -0.92 -1.49 -0.78  -0.249
C10 -0.95 -1.12 -2.14  -0.053
N2 -1.29 -2.18 2.03  0.055
H16 -2.84 -4.35 1.54  0.092
H17 -1.22 -4.84 2.20  0.090
H18 -1.67 -5.24 0.66  0.094
H19 0.06 -3.38 0.88  0.158
H20 -2.65 -2.69 -0.54  0.147
H21 -1.37 -3.46 -1.10  0.143
H22 -0.89 -0.05 -2.31  0.061
H23 -1.88 -1.52 -2.56  0.102
H24 -0.10 -1.56 -2.66  0.109
H25 -2.30 -2.13 2.07  0.096
H26 -0.98 -2.49 2.95  0.107

C2H3ClO2S as an isolated structure in a non-equilibrium geometry. Source: the Open Molecules 2025 dataset; level of theory: ωB97M-V/def2-TZVPD.

relative energy (zero: lowest compared OMol25 entry of this formula, charge and spin)	203.5	kJ/mol
LUMO energy	-1.33	eV
net charge	0
energy	-29572.6052	eV
E_HOMO	-0.354	Ha
gap between HOMO and LUMO	8.30	eV

Each line ends with the Löwdin charge.
Cartesian coordinates (Å):
C1 -0.45 -0.99 0.29  -0.196
C2 -0.45 -2.06 1.43  -0.865
O1 -0.48 2.14 0.43  -0.540
O2 0.08 -1.97 2.49  0.053
S1 -1.31 1.06 -0.44  0.789
Cl1 -1.24 -3.53 0.92  0.669
H1 0.55 -0.58 0.26  0.040
H2 -0.76 -1.45 -0.64  0.009
H3 0.39 2.34 0.04  0.041

A 2-piece molecular cluster, C4H10N2 overall in a non-equilibrium geometry. Source: the Open Molecules 2025 dataset; level of theory: ωB97M-V/def2-TZVPD.

relative energy (zero: lowest compared OMol25 entry of this formula, charge and spin)	235.0	kJ/mol
LUMO energy	1.09	eV
net charge	0
structure (SMILES)	C=NC.C=NC
energy	-7288.1835	eV
E_HOMO	-0.345	Ha
gap between HOMO and LUMO	10.48	eV

Each line ends with the Löwdin charge.
Cartesian coordinates (Å):
C1 1.88 -0.04 1.30  -0.089
N1 1.78 0.18 0.06  -0.088
C2 1.35 1.49 -0.40  -0.151
H1 2.01 -1.06 1.65  0.060
H2 1.96 0.77 2.04  0.074
H3 2.17 2.14 -0.71  0.076
H4 0.76 2.02 0.36  0.072
H5 0.68 1.28 -1.22  0.037
C3 -2.21 -0.78 0.68  -0.098
N2 -1.61 -0.08 -0.17  -0.073
C4 -1.15 -0.83 -1.36  -0.146
H6 -2.56 -0.25 1.57  0.061
H7 -2.34 -1.86 0.66  0.074
H8 -0.67 -0.12 -2.03  0.048
H9 -2.01 -1.24 -1.91  0.072
H10 -0.47 -1.63 -1.08  0.072

An isolated ion of composition C9H11N4 and charge +1 in a non-equilibrium geometry. Source: the Open Molecules 2025 dataset; level of theory: ωB97M-V/def2-TZVPD.

relative energy (zero: lowest compared OMol25 entry of this formula, charge and spin)	322.4	kJ/mol
LUMO energy	-4.01	eV
net charge	+1
energy	-15462.1662	eV
E_HOMO	-0.408	Ha
gap between HOMO and LUMO	7.09	eV

Each line ends with the Löwdin charge.
Cartesian coordinates (Å):
C1 -2.17 1.84 0.70  -0.037
C2 -0.98 2.67 0.51  -0.067
C3 -2.03 0.52 0.49  -0.051
C4 0.23 2.09 0.36  -0.082
C5 -0.79 -0.09 0.23  -0.166
C6 0.40 0.71 0.32  -0.115
C7 3.81 0.35 -0.57  -0.037
C8 2.49 -0.65 0.84  0.021
C9 -1.70 -2.48 -0.27  -0.084
N1 2.60 0.90 -0.81  0.196
N2 -0.72 -1.48 0.02  -0.029
N3 1.78 0.21 0.11  -0.025
N4 3.72 -0.54 0.34  0.088
H1 -3.21 2.24 0.94  0.141
H2 -1.03 3.74 0.47  0.105
H3 -2.94 -0.16 0.63  0.147
H4 1.12 2.65 0.18  0.102
H5 4.77 0.47 -1.00  0.160
H6 0.20 -1.91 0.06  0.105
H7 -1.27 -3.32 -0.93  0.124
H8 -2.07 -2.85 0.60  0.054
H9 -2.46 -2.08 -0.90  0.076
H10 2.29 1.63 -1.44  0.191
H11 4.56 -0.99 0.69  0.184

- Which value of LUMO energy does entry 6 give?
  -4.01 eV